1.
DFT (ωB97M-V with the def2-TZVPD basis set) results for a 4-piece molecular cluster, C3H14O3S overall in a non-equilibrium geometry.

Output
Strongest force on any atom: 2.10 eV/Å
2S+1: 2
Charge: -1
HOMO-LUMO gap (spin up / spin down): 2.1 / 9.0 eV
Calculated total energy: -746.557444 Ha
Lowest unoccupied orbital energy (spin up / spin down): 2.926 / 2.878 eV
E_HOMO (spin up / spin down): 0.8 / -6.1 eV

Bonds (Å) are listed after each position.
CARTESIAN COORDINATES (ANGSTROEM)
1 C -1.59292 -0.50091 1.89383  C2 1.562, H5 1.089, H6 1.104, H7 1.077
2 C -1.21651 0.98050 1.57151  C1 1.562, C3 1.527, H8 1.093, H9 1.102
3 C -1.18240 1.13237 0.05203  C2 1.527, S4 1.803, H10 1.104, H11 1.105
4 S -1.10333 2.75900 -0.72057  C3 1.803, H12 1.324
5 H -2.02207 -0.55293 2.89319  C1 1.089
6 H -2.42475 -0.88051 1.27544  C1 1.104
7 H -0.69591 -1.09418 1.82880  C1 1.077
8 H -0.19516 1.01507 1.95957  C2 1.093
9 H -1.91105 1.74828 1.94849  C2 1.102
10 H -0.35700 0.55896 -0.40457  C3 1.104
11 H -2.00409 0.51782 -0.35739  C3 1.105
12 H -0.60203 3.42653 0.30726  S4 1.324
13 H 1.12502 -0.39779 -1.92845  O15 0.975
14 H 0.80453 0.81403 -2.64611  O15 0.967
15 O 1.55687 0.44382 -2.16454  H13 0.975, H14 0.967
16 H 3.00449 -0.33187 -0.79817  O18 0.975
17 H 3.83476 -1.50377 -1.23301  O18 0.966
18 O 3.22119 -1.24475 -0.53320  H16 0.975, H17 0.966
19 H 1.23720 -2.05457 -0.59859  O21 0.976
20 H 0.20855 -2.82550 -1.43314  O21 0.974
21 O 0.31461 -2.00959 -0.91235  H19 0.976, H20 0.974

Taken from the Löwdin analysis, the atomic charges in e are:
1. C -0.1486
2. C -0.3147
3. C -0.6641
4. S 0.6020
5. H 0.0522
6. H 0.0665
7. H 0.0470
8. H 0.0932
9. H 0.0951
10. H 0.0165
11. H 0.0615
12. H -0.1761
13. H -0.0279
14. H 0.0071
15. O -0.1770
16. H -0.0082
17. H 0.0082
18. O -0.1657
19. H -0.0244
20. H -0.0303
21. O -0.3123


2.
DFT (ωB97M-V with the def2-TZVPD basis set) results for a 2-piece molecular cluster, C9H13O2P overall in a non-equilibrium geometry.

Output
Strongest force on any atom: 3.73 eV/Å
Charge: 0
HOMO-LUMO gap: 8.7 eV
Calculated total energy: -842.520590 Ha
Lowest unoccupied orbital energy: 0.178 eV
E_HOMO: -8.5 eV

Bonds (Å) are listed after each position.
CARTESIAN COORDINATES (ANGSTROEM)
1 C -3.82559 0.26881 -0.47683  C2 1.385, C3 1.412, H13 1.105
2 C -2.88093 0.04923 -1.46506  C1 1.385, C4 1.401, H14 1.091
3 C -3.41497 0.52578 0.84906  C1 1.412, C5 1.376, H15 1.129
4 C -1.51060 0.11198 -1.18139  C2 1.401, C6 1.407, H16 1.065
5 C -2.07032 0.54925 1.13913  C3 1.376, C6 1.401, H17 1.087
6 C -1.10547 0.40905 0.13312  C4 1.407, C5 1.401, P12 1.834
7 C 2.91276 -1.99793 0.66349  C9 1.510, H18 1.080, H19 1.139, H20 1.106
8 C 2.36531 1.93614 -0.71095  O11 1.381, H21 1.107, H22 1.131, H23 1.128
9 C 1.47328 -2.01601 0.20714  C7 1.510, H24 1.096, H25 1.042
10 O 1.04956 1.01752 1.94229  P12 1.472
11 O 1.23913 1.13851 -0.65612  C8 1.381, P12 1.659
12 P 0.64254 0.36824 0.68606  C6 1.834, O10 1.472, O11 1.659
13 H -4.83991 0.64076 -0.70999  C1 1.105
14 H -3.18903 -0.07789 -2.50348  C2 1.091
15 H -4.19456 0.75641 1.63274  C3 1.129
16 H -0.70787 -0.13235 -1.83755  C4 1.065
17 H -1.70567 0.63271 2.15920  C5 1.087
18 H 3.42594 -1.08215 0.40800  C7 1.080
19 H 2.90060 -2.18831 1.78664  C7 1.139
20 H 3.63132 -2.77449 0.34089  C7 1.106
21 H 3.28574 1.39417 -0.41889  C8 1.107
22 H 2.14148 2.94970 -0.26158  C8 1.131
23 H 2.44533 2.18612 -1.80749  C8 1.128
24 H 0.76900 -2.54054 0.86341  C9 1.096
25 H 1.16294 -2.12471 -0.78185  C9 1.042

Taken from the Löwdin analysis, the atomic charges in e are:
1. C -0.0921
2. C -0.0866
3. C -0.0882
4. C -0.0684
5. C -0.1035
6. C -0.2770
7. C -0.1925
8. C -0.1633
9. C -0.1097
10. O -0.3250
11. O -0.3513
12. P 0.7781
13. H 0.1123
14. H 0.1046
15. H 0.1229
16. H 0.0923
17. H 0.1030
18. H 0.0411
19. H 0.0930
20. H 0.0675
21. H 0.0855
22. H 0.1048
23. H 0.0950
24. H 0.0449
25. H 0.0128